1.
DFT (ωB97M-V/def2-TZVPD) results for a cluster of 2 separate species, C16H14F4N in total.

Last column: Löwdin charge in e.
Positions of all 35 atoms, in Å:
F -3.3237 3.3872 -0.7503  0.068
C -3.3139 2.0112 -0.6951  -0.200
C -4.5301 1.3311 -0.7256  0.128
C -4.4574 -0.0633 -0.6861  -0.201
F -5.6398 -0.7706 -0.7188  0.068
C -3.2620 -0.7637 -0.6041  0.068
C -2.0344 -0.0464 -0.5363  -0.191
C -0.7817 -0.7342 -0.4046  0.033
C 0.4464 -0.0946 -0.5953  -0.049
C 1.6759 -0.7385 -0.5969  0.078
C 2.9290 -0.0552 -0.6761  -0.183
C 4.1527 -0.7832 -0.7100  0.079
C 5.3563 -0.0972 -0.7329  -0.199
F 6.5339 -0.8126 -0.7582  0.068
C 5.4465 1.2985 -0.7427  0.130
C 4.2372 1.9927 -0.7233  -0.200
F 4.2660 3.3705 -0.7429  0.066
C 2.9979 1.3690 -0.6939  0.078
C -2.0852 1.3736 -0.6014  0.076
H -5.4751 1.8617 -0.7788  0.152
H -3.2495 -1.8544 -0.5974  0.142
H -0.8001 -1.8266 -0.3010  0.147
H 0.4283 0.9766 -0.7993  0.097
H 1.6895 -1.8325 -0.5506  0.147
H 4.1261 -1.8712 -0.7042  0.141
H 6.3979 1.8193 -0.7640  0.152
H 2.0875 1.9647 -0.6657  0.125
H -1.1721 1.9657 -0.5617  0.126
C -2.2876 -2.0871 2.6864  -0.188
N -0.9747 -1.5090 2.5953  -0.048
H -2.5284 -2.2855 3.7369  0.085
H -3.0737 -1.4448 2.2636  0.060
H -2.2827 -3.0492 2.1616  0.074
H -0.7073 -1.1974 1.6741  -0.004
H -0.7916 -0.8046 3.2991  0.075

The HOMO-LUMO gap is 5.445 eV. For the LUMO energy, the calculation gives -6.631 eV. Its largest force on an atom is 1.8 eV/A. The HOMO energy comes out at -0.4438 hartree. As for the charge: +1.

2.
DFT (ωB97M-V/def2-TZVPD) results for the molecule C16H14N2O4S3.

Last column: Löwdin charge in e.
Positions of all 39 atoms, in Å:
C 4.9989 2.2162 2.3358  -0.382
S 3.6066 1.9841 3.4765  0.858
C 2.7401 0.7728 2.6036  -0.957
N 3.1002 0.3054 1.4667  0.036
C 2.2300 -0.6438 1.0142  -0.320
C 2.3335 -1.3453 -0.1821  -0.006
C 1.3558 -2.2581 -0.5123  -0.021
C 0.2741 -2.5043 0.3419  -0.312
N -0.7267 -3.4023 -0.0130  -0.050
S -2.3401 -2.9822 0.2688  0.671
O -3.0822 -3.7345 -0.6957  -0.284
O -2.6419 -3.1481 1.6552  -0.277
C -2.3337 -1.2403 -0.1349  -0.287
C -2.5071 -0.2930 0.8558  -0.060
C -2.3701 1.0447 0.5396  0.031
C -2.0673 1.4311 -0.7623  -0.187
C -1.9469 0.4612 -1.7704  -0.182
C -2.0656 -0.8819 -1.4390  0.033
O -1.7122 0.7953 -3.0733  -0.016
C -1.9393 2.1617 -3.3523  -0.142
C -1.2999 3.0286 -2.2701  -0.140
O -1.8939 2.7589 -1.0170  -0.013
C 0.1698 -1.8358 1.5564  -0.046
C 1.1392 -0.9069 1.8741  -0.454
S 1.2480 0.0998 3.2896  1.026
H 5.5200 1.2717 2.2215  0.037
H 5.6453 2.9644 2.7821  0.031
H 4.6176 2.5540 1.3781  0.036
H 3.1691 -1.1575 -0.8367  0.114
H 1.4202 -2.8000 -1.4443  0.112
H -0.6107 -3.8505 -0.9088  0.116
H -2.7402 -0.6145 1.8570  0.117
H -2.4782 1.8136 1.2872  0.127
H -1.9668 -1.6307 -2.2073  0.135
H -3.0186 2.3607 -3.3870  0.141
H -1.4979 2.3543 -4.3306  0.135
H -0.2235 2.8163 -2.2240  0.141
H -1.4576 4.0903 -2.4637  0.135
H -0.6481 -2.0553 2.2207  0.105

The HOMO-LUMO gap is 8.536 eV. The SMILES is CSc1nc2ccc(NS(=O)(=O)c3ccc4c(c3)OCCO4)cc2s1. For the LUMO energy, the calculation gives 0.507 eV. Its largest force on an atom is 1.1 eV/A. The HOMO energy comes out at -0.2951 hartree. As for the charge: 0.

3.
DFT (ωB97M-V/def2-TZVPD) results for a structure of composition C16H14N4O7S3SbTi.

Last column: Löwdin charge in e.
Positions of all 46 atoms, in Å:
Ti 0.5398 -0.3156 -0.3497  0.497
C -0.4458 0.6837 2.2263  -0.114
C -1.7660 0.2553 2.1120  -0.114
C -2.6606 0.9726 1.3328  -0.147
C -2.2481 2.1274 0.6781  -0.148
C -0.9338 2.5564 0.7869  -0.147
C -0.0236 1.8334 1.5554  -0.129
H 0.2309 0.1791 2.9088  0.120
H -2.1016 -0.6176 2.6566  0.116
H -3.6847 0.6389 1.2418  0.109
H -2.9623 2.7053 0.1006  0.104
H -0.6163 3.4727 0.3062  0.106
H 0.9800 2.2138 1.7119  0.117
O 3.1256 0.5409 2.3674  0.142
C 2.6325 -0.1901 1.5459  -0.521
O 2.0525 0.2127 0.4433  -0.195
C 2.5987 -1.6954 1.6869  -0.026
C 3.6624 -2.4181 2.1774  0.097
C 3.6008 -3.8132 2.1737  -0.124
C 2.5239 -4.4801 1.6143  0.099
C 1.4612 -3.7571 1.1040  -0.048
C 1.4313 -2.3407 1.1917  -0.247
O 0.3763 -1.6565 0.8744  -0.209
N 0.4229 -4.4359 0.3718  -0.329
O 0.2065 -5.5975 0.6327  0.106
O -0.1380 -3.8067 -0.5109  0.061
N 4.7080 -4.5936 2.6877  -0.365
O 4.6027 -5.8013 2.6587  0.084
O 5.6690 -3.9892 3.1099  0.091
H 4.5389 -1.9140 2.5624  0.142
H 2.5253 -5.5595 1.5611  0.137
S -0.9460 0.0043 -4.6049  -0.002
Sb -1.5048 1.0699 -2.6330  0.401
S -1.6552 -0.7985 -1.0587  0.097
S 0.7209 1.5589 -1.7812  0.057
C 1.7216 -2.8944 -4.8089  -0.008
N 0.7894 -2.8611 -3.6934  -0.162
C -0.5601 -3.3726 -3.8911  -0.042
C 1.0485 -2.1268 -2.6789  -0.248
N 1.3688 -1.5243 -1.7343  0.118
H 1.5506 -3.8123 -5.3667  0.099
H 2.7478 -2.8879 -4.4430  0.104
H 1.5644 -2.0363 -5.4656  0.091
H -0.5067 -4.4371 -4.1161  0.100
H -1.0391 -2.8336 -4.7106  0.052
H -1.1423 -3.2220 -2.9832  0.075

The HOMO-LUMO gap (alpha / beta) is 7.502 / 5.501 eV. For the LUMO energy (alpha / beta), the calculation gives -1.147 / -3.071 eV. Its largest force on an atom is 4.0 eV/A. The HOMO energy (alpha / beta) comes out at -0.3179 / -0.3150 hartree. Its spin multiplicity is 2. As for the charge: 0.

4.
DFT (ωB97M-V/def2-TZVPD) results for a structure of composition C16H15AuIN2O3S2.

Last column: Löwdin charge in e.
Positions of all 40 atoms, in Å:
Au 0.7463 -1.6210 -2.2293  0.436
C -3.9122 -1.3887 -2.8693  -0.017
C -3.4754 -1.0360 -1.4853  -0.253
N -4.3538 -0.6111 -0.6328  0.136
C -3.9345 -0.2583 0.6108  -0.083
C -2.6442 -0.2700 1.0278  -0.164
C -2.3603 0.1248 2.4564  -0.198
O -1.4704 1.2332 2.5775  -0.066
C -1.6240 -0.7381 0.1351  -0.107
C -0.2812 -0.7350 0.6603  -0.193
N 0.7503 -1.3003 0.1373  -0.022
C 2.0060 -1.1817 0.7747  -0.321
C 2.1159 -1.0765 2.1638  -0.011
C 3.3457 -1.0038 2.7926  -0.053
C 4.5139 -1.0507 2.0483  -0.068
C 4.4395 -1.1715 0.6710  -0.162
C 3.2015 -1.2419 0.0481  -0.576
I 3.2900 -1.3798 -2.0577  1.079
C -2.0523 -1.1629 -1.1693  -0.295
O -1.3445 -1.6309 -2.1258  -0.193
H -4.9938 -1.3138 -2.9316  0.086
H -3.5873 -2.3936 -3.1373  0.089
H -3.4537 -0.7135 -3.5947  0.089
H -4.7171 0.0524 1.2929  0.118
H -1.8967 -0.7032 2.9967  0.131
H -3.3084 0.3341 2.9546  0.123
H -1.9581 2.0431 2.3976  0.097
H -0.1634 -0.1265 1.5561  0.102
H 1.2163 -1.0860 2.7642  0.118
H 3.3883 -0.9233 3.8698  0.117
H 5.4797 -1.0105 2.5318  0.115
H 5.3476 -1.2265 0.0861  0.093
C 2.5852 3.3541 -1.9546  0.014
O 1.2089 3.8281 -2.0104  -0.064
C 0.2855 3.0058 -1.6987  -1.254
S -1.3485 3.1784 -1.6266  0.925
S 0.2381 1.4229 -1.1952  0.919
H 3.1961 4.2484 -1.9788  0.111
H 2.7767 2.7301 -2.8249  0.109
H 2.7483 2.7996 -1.0311  0.096

The HOMO-LUMO gap (alpha / beta) is 4.084 / 4.067 eV. For the LUMO energy (alpha / beta), the calculation gives -6.582 / -6.591 eV. Its largest force on an atom is 1.4 eV/A. The HOMO energy (alpha / beta) comes out at -0.3919 / -0.3917 hartree. As for the charge: +1.

5.
DFT (ωB97M-V/def2-TZVPD) results for a structure of composition C16H15BCl3MoN10O6.

Last column: Löwdin charge in e.
Positions of all 52 atoms, in Å:
Mo 0.7809 0.7781 -0.7425  1.940
C 1.1567 2.0541 3.2268  0.027
C 1.2191 2.2664 1.8798  -0.052
N 0.6479 1.2111 1.2262  -0.121
N 0.2212 0.3255 2.1820  0.070
C 0.5147 0.8157 3.3770  0.030
B -0.5635 -0.9458 1.7130  -0.632
N -1.6560 -0.4005 0.7409  0.048
C -2.9865 -0.4056 0.8054  -0.004
C -3.4988 0.1980 -0.3349  0.011
C -2.3916 0.5886 -1.0540  -0.092
N -1.2660 0.2324 -0.3985  -0.109
N 0.3641 -1.8007 0.8148  0.044
C 0.7439 -3.0755 0.9393  0.011
C 1.4831 -3.4261 -0.1817  0.012
C 1.5194 -2.2828 -0.9610  -0.090
N 0.8290 -1.3079 -0.3518  -0.130
N -1.1038 -1.7634 2.8260  -0.022
C -2.0907 -2.7111 2.7928  -0.081
C -2.0026 -3.4435 3.9421  -0.029
C -0.9002 -2.8939 4.6289  -0.113
N -0.3520 -1.9034 3.9573  0.071
H 1.5311 2.6900 4.0094  0.128
H 1.6642 3.0756 1.3248  0.130
H 0.2696 0.2456 4.2589  0.130
H -3.4934 -0.8143 1.6628  0.137
H -4.5335 0.3355 -0.5938  0.123
H -2.3438 1.1027 -1.9968  0.117
H 0.4649 -3.6496 1.8086  0.143
H 1.9311 -4.3799 -0.3964  0.122
H 2.0196 -2.1036 -1.8993  0.115
H -2.7537 -2.8237 1.9518  0.121
H -2.6365 -4.2565 4.2498  0.111
H -0.4920 -3.1851 5.5835  0.119
C -0.5974 4.6270 -2.3066  0.086
C 0.1151 3.4404 -1.7857  -0.452
O -0.4421 2.3975 -1.3812  -0.084
H -1.3502 4.9316 -1.5794  0.123
H -1.1138 4.3470 -3.2264  0.122
H 0.0972 5.4383 -2.5030  0.116
Cl 1.1429 -1.9332 -5.6000  0.701
C 0.5221 -0.2987 -5.4153  -1.628
Cl -1.1386 -0.1546 -5.9698  0.695
Cl 1.5765 0.8953 -6.1566  0.704
C 0.5125 -0.0097 -3.9602  -0.269
N 0.5216 0.2164 -2.8395  0.144
O 3.4350 0.2472 -2.5451  0.098
N 3.7129 0.5122 -1.4121  -0.442
O 4.7182 0.8517 -0.9093  0.217
O 2.6384 0.2986 -0.4696  -0.261
O 1.9476 2.3406 -1.1732  -0.254
O 1.4061 3.5063 -1.7584  0.098

The HOMO-LUMO gap (alpha / beta) is 5.050 / 5.453 eV. For the LUMO energy (alpha / beta), the calculation gives -9.492 / -9.089 eV. Its largest force on an atom is 0.8 eV/A. The HOMO energy (alpha / beta) comes out at -0.5344 / -0.5344 hartree. Its spin multiplicity is 2. As for the charge: +2.

6.
DFT (ωB97M-V/def2-TZVPD) results for a structure of composition C16H15BF9IN2O7SnTe.

Last column: Löwdin charge in e.
Positions of all 53 atoms, in Å:
Sn 0.1399 0.9092 0.4713  1.473
O 3.5400 -4.3403 2.1333  0.060
C 2.8829 -3.1870 1.8173  -0.272
C 1.8430 -2.7004 2.5933  0.071
C 1.2327 -1.5252 2.2052  -0.154
N 1.6103 -0.8665 1.1168  0.071
C 2.5684 -1.3687 0.3470  -0.182
C 3.2662 -2.5143 0.6655  0.082
C 2.7634 -0.6385 -0.9612  -0.543
O 3.8424 -0.3735 -1.4194  0.131
O 1.6006 -0.2799 -1.5176  -0.280
C 0.0490 -0.9346 2.9675  -0.592
O -0.3710 -1.5367 3.9473  0.033
O -0.3883 0.1547 2.4683  -0.182
H 3.1060 -4.7341 2.8966  0.101
H 1.4748 -3.2074 3.4764  0.125
H 4.0233 -2.9007 0.0007  0.138
C -3.5084 -2.0451 0.7775  -0.045
C -3.5290 -0.5424 0.8044  -0.291
C -3.5136 0.1491 2.0084  -0.069
C -3.4833 1.5380 2.0361  -0.105
C -3.4672 2.2547 0.8506  -0.115
C -3.4842 1.5729 -0.3622  -0.101
C -3.5150 0.1881 -0.3832  -0.068
H -2.8660 -2.4054 -0.0250  0.065
H -4.5141 -2.4507 0.6284  0.072
H -3.1189 -2.4423 1.7156  0.078
H -3.4518 -0.4051 2.9377  0.109
H -3.4180 2.0538 2.9858  0.099
H -3.4069 3.3359 0.8656  0.096
H -3.4312 2.1225 -1.2933  0.100
H -3.4646 -0.3309 -1.3321  0.108
N 1.4461 3.4215 -2.4509  0.168
C 0.4566 2.5409 -2.7294  -0.657
O -0.4745 2.3406 -1.9709  -0.060
C 0.5497 1.6787 -3.9682  -0.553
I 1.5074 2.5677 -5.6728  0.710
H 1.5173 3.6953 -1.4707  0.082
H 2.2988 3.3737 -2.9822  0.054
H -0.4466 1.3820 -4.2720  0.047
H 1.1153 0.7770 -3.7393  0.021
F 0.7177 -1.3705 -3.6448  -0.401
Te 0.0587 -1.7135 -1.8740  1.870
F -1.0550 -2.9429 -2.7338  -0.381
F -1.1835 -0.4664 -2.6989  -0.414
F -0.0252 -3.1336 -0.5403  -0.428
F 1.6683 -2.7621 -2.0467  -0.379
O -0.6990 -0.8449 -0.3804  -0.688
F 1.7612 4.1881 0.3133  0.053
B 2.3086 3.7877 1.5646  -1.273
F 1.4660 4.2077 2.5924  0.103
F 3.5823 4.3510 1.7027  0.091
F 2.4182 2.3733 1.5797  0.020

The HOMO-LUMO gap is 7.336 eV. For the LUMO energy, the calculation gives 3.696 eV. Its largest force on an atom is 0.9 eV/A. The HOMO energy comes out at -0.1338 hartree. As for the charge: -2.

Among the records above, which one has the lowest charge?
C16H15BF9IN2O7SnTe

The highest largest force on an atom belongs to which entry?
C16H14N4O7S3SbTi

The highest charge belongs to which entry?
C16H15BCl3MoN10O6

Which value of largest force on an atom does entry 5 give?
0.8 eV/A